# 1
The following is a DFT calculation (ωB97M-V/def2-TZVPD) of a structure of composition C8H4BrCl2ErLaNO3.

Its LUMO energy (alpha / beta) is -16.83 / -16.83 eV. Its expectation value of S² is 3.75. The gap between HOMO and LUMO (alpha / beta) is 3.6 / 3.6 eV. As for the energy relative to the best compared isomer or geometry (same formula, charge and spin): 39.2 kcal/mol. The value obtained for the HOMO energy (alpha / beta) is -20.42 / -20.42 eV. As for the multiplicity: 4. The total charge is +4.

Cartesian coordinates (Å):
1 La -1.05717 -0.79386 -4.41618
2 Er 0.64073 1.44526 -0.25858
3 Cl 0.17321 -2.61252 -3.16493
4 Cl -1.05583 2.95472 -1.08129
5 C 2.53018 2.28855 0.93295
6 C 0.88495 -1.03103 -5.67658
7 C 0.31143 1.10438 -4.41581
8 O 3.51681 2.65696 1.41516
9 O 2.00103 -1.08760 -5.99726
10 O 1.05736 1.98210 -4.61284
11 Br -0.08916 -3.50744 3.42636
12 C -0.47615 -1.76448 2.76490
13 C -1.40231 -0.94941 3.42558
14 C -1.64447 0.32429 2.92550
15 C -0.97032 0.77938 1.80458
16 N -0.07305 -0.03664 1.16585
17 C 0.18722 -1.30515 1.63542
18 H -1.89946 -1.32234 4.31303
19 H -2.36966 0.98059 3.40199
20 H -1.17677 1.77067 1.35506
21 H 0.91141 -1.87645 1.05711

# 2
The following is a DFT calculation (ωB97M-V/def2-TZVPD) of the molecule C8H4Cl2N2O2.

Its LUMO energy is -0.81 eV. The gap between HOMO and LUMO is 7.8 eV. As for the energy relative to the best compared isomer or geometry (same formula, charge and spin): 31.2 kcal/mol. The value obtained for the HOMO energy is -8.61 eV. As for the multiplicity: 1. The SMILES is N#C/C(C=C=N)=C(O)/C=C(/Cl)C(=O)Cl.

Cartesian coordinates (Å):
1 N 1.00894 -1.32187 3.10239
2 C 0.63281 -0.94303 2.10719
3 C 0.25927 -0.44121 0.82076
4 C -1.13128 -0.16125 0.55931
5 C -1.97519 0.34380 1.41480
6 N -2.68547 0.97298 2.15976
7 C 1.27474 -0.30374 -0.04850
8 O 2.61904 -0.36635 0.12529
9 C 0.85319 0.19067 -1.45467
10 C 0.96868 -0.65109 -2.48204
11 Cl 0.80768 -0.02402 -4.04950
12 C 1.18238 -2.08418 -2.15963
13 O 1.63710 -2.58535 -1.13544
14 Cl 0.58083 -2.97384 -3.49439
15 H -1.62572 -0.47338 -0.35452
16 H -3.26967 0.60291 2.94801
17 H 2.94704 -0.38571 1.08346
18 H 0.42834 1.22318 -1.49160

# 3
The following is a DFT calculation (ωB97M-V/def2-TZVPD) of a structure of composition C8H4F2O3.

Its LUMO energy is -0.71 eV. The gap between HOMO and LUMO is 9.6 eV. As for the energy relative to the best compared isomer or geometry (same formula, charge and spin): 70.0 kcal/mol. The value obtained for the HOMO energy is -10.28 eV. As for the multiplicity: 1.

Cartesian coordinates (Å):
1 C -0.13751 -0.81970 1.29577
2 C -0.22071 1.52582 1.12743
3 C -0.09727 -1.16327 0.03808
4 C -0.22756 1.46121 -0.19814
5 C -0.45557 -2.05533 -1.01324
6 C -0.01886 -0.12044 -2.32025
7 C 0.38054 0.45221 1.92190
8 C 0.39041 0.40547 -0.93467
9 O -0.70138 -3.18762 -0.97503
10 O -0.13740 0.52446 -3.31426
11 O -0.45096 -1.39280 -2.24735
12 F -0.87564 2.36969 -1.00085
13 F 1.79538 0.57942 -0.86331
14 H -0.02665 -1.63099 2.00061
15 H -0.73136 2.27981 1.70011
16 H 0.11794 0.44300 2.99076
17 H 1.39660 0.32907 1.79244

# 4
The following is a DFT calculation (ωB97M-V/def2-TZVPD) of a structure of composition C8H4F6MoN2O10S3.

Its LUMO energy is -10.90 eV. The gap between HOMO and LUMO is 7.3 eV. The value obtained for the HOMO energy is -18.24 eV. As for the multiplicity: 1. The total charge is +2.

Cartesian coordinates (Å):
1 Mo -0.04112 -0.88849 0.17254
2 F -1.54607 3.60446 2.50966
3 C -1.34411 2.81238 1.49550
4 F -1.34599 3.45626 0.35437
5 F -2.22402 1.82182 1.47272
6 S 0.34241 2.03331 1.70163
7 O 0.30249 1.00802 0.52850
8 O 1.37992 2.96921 1.57419
9 N 0.18823 1.24466 3.03574
10 S 0.50017 -0.25664 3.25810
11 O 1.83251 -0.69266 3.40090
12 O -0.22324 -1.01888 2.06409
13 C -0.61613 -0.74147 4.71273
14 F -0.16455 -0.08764 5.74476
15 F -0.49300 -2.03396 4.84161
16 F -1.83843 -0.39228 4.39914
17 O -3.34785 -0.64418 -2.05760
18 C -2.21374 -0.59808 -1.85737
19 O -1.67919 -0.89861 -0.44813
20 C -1.00558 -0.26618 -2.62905
21 C -1.08420 0.03811 -3.96283
22 C 0.10470 0.36398 -4.62351
23 C 1.28516 0.37538 -3.90803
24 C 1.27879 0.05262 -2.55475
25 N 0.14864 -0.27367 -1.92138
26 H -2.04211 0.01927 -4.46602
27 H 0.09250 0.60648 -5.67798
28 H 2.22546 0.62806 -4.37793
29 H 2.18892 0.05464 -1.97400
30 O 2.59326 -3.18471 0.96876
31 S 2.07467 -2.57536 -0.17901
32 O 2.37844 -2.89093 -1.51416
33 O 0.36396 -2.63829 -0.08328
34 O 1.92909 -1.00661 0.00012

# 5
The following is a DFT calculation (ωB97M-V/def2-TZVPD) of the molecule C8H4N2.

Its LUMO energy is -0.80 eV. The gap between HOMO and LUMO is 9.5 eV. As for the energy relative to the best compared isomer or geometry (same formula, charge and spin): 0.0 kcal/mol. The value obtained for the HOMO energy is -10.26 eV. As for the multiplicity: 1. The SMILES is N#Cc1ccccc1C#N.

Cartesian coordinates (Å):
1 N 2.74802 2.27670 -0.04341
2 C 1.92763 1.43497 -0.00913
3 C 0.69064 0.66667 0.03177
4 C -0.55110 1.36661 0.03833
5 C -1.75384 0.65842 0.09250
6 C -1.68464 -0.72334 -0.00250
7 C -0.53615 -1.44916 -0.03966
8 C 0.72954 -0.74788 -0.14161
9 C 1.96464 -1.46491 -0.06934
10 N 2.99883 -2.03152 0.17882
11 H -0.62764 2.46370 0.01073
12 H -2.64802 1.37638 0.18777
13 H -2.65391 -1.21480 0.00730
14 H -0.60403 -2.61183 -0.24156

# 6
The following is a DFT calculation (ωB97M-V/def2-TZVPD) of the molecule C8H4O3.

Its LUMO energy is -0.77 eV. The gap between HOMO and LUMO is 9.8 eV. As for the energy relative to the best compared isomer or geometry (same formula, charge and spin): 0.0 kcal/mol. The value obtained for the HOMO energy is -10.57 eV. As for the multiplicity: 1. The SMILES is O=C1OC(=O)c2ccccc21.

Cartesian coordinates (Å):
1 O 2.49228 -2.18000 -0.03776
2 C 1.93604 -1.13069 -0.00880
3 O 2.68336 0.02250 -0.05766
4 C 1.87316 1.19183 -0.03631
5 O 2.31949 2.31020 0.07468
6 C 0.47444 0.69919 -0.03053
7 C -0.71380 1.40582 -0.05062
8 C -1.91640 0.70441 -0.08997
9 C -1.90736 -0.72871 0.01077
10 C -0.69653 -1.45005 0.05770
11 C 0.47006 -0.67690 0.02864
12 H -0.64915 2.47177 -0.00443
13 H -2.89020 1.14125 0.01770
14 H -2.83296 -1.24219 0.05655
15 H -0.64244 -2.53843 0.07003

# 7
The following is a DFT calculation (ωB97M-V/def2-TZVPD) of the molecule C8H4O3.

Its LUMO energy is -1.02 eV. The gap between HOMO and LUMO is 9.0 eV. As for the energy relative to the best compared isomer or geometry (same formula, charge and spin): 83.8 kcal/mol. The value obtained for the HOMO energy is -10.05 eV. As for the multiplicity: 1. The SMILES is O=C1OC(=O)c2ccccc21.

Cartesian coordinates (Å):
1 O 2.39352 -0.23498 2.01280
2 C 1.76841 0.29457 1.05030
3 O 2.38886 1.15539 0.03381
4 C 1.70635 1.16356 -1.11280
5 O 1.87452 1.83135 -2.11580
6 C 0.33905 0.45526 -0.80428
7 C -0.91501 0.14707 -1.48333
8 C -1.79288 -0.73449 -0.75887
9 C -1.44189 -1.11286 0.60364
10 C -0.48450 -0.37037 1.48979
11 C 0.47008 0.24015 0.53475
12 H -1.14496 0.42986 -2.32764
13 H -2.72943 -1.25783 -1.09817
14 H -2.00200 -1.71927 1.34568
15 H -0.43011 -0.28743 2.63013

# 8
The following is a DFT calculation (ωB97M-V/def2-TZVPD) of a structure of composition C8H5Br3N2.

Its LUMO energy is 0.22 eV. The gap between HOMO and LUMO is 8.8 eV. As for the energy relative to the best compared isomer or geometry (same formula, charge and spin): 13.8 kcal/mol. The value obtained for the HOMO energy is -8.62 eV. As for the multiplicity: 1.

Cartesian coordinates (Å):
1 Br 1.73248 3.36566 1.02385
2 Br 2.18359 2.22360 -1.93696
3 Br 0.45862 1.42525 3.35010
4 N -1.10391 -1.41057 -0.96503
5 C -0.83616 -1.29993 -2.27303
6 C 1.13015 1.65968 0.55820
7 C 1.15546 1.24338 -0.73516
8 C 0.38711 0.91255 1.48402
9 C -0.29394 -0.51979 -0.31947
10 C 0.46081 0.20113 -1.18250
11 C -0.29072 -0.23097 1.05958
12 N 0.18158 -0.38877 -2.47547
13 C -0.93158 -1.13759 2.06335
14 H -1.37160 -1.86186 -3.01543
15 H 0.39622 -0.03259 -3.37755
16 H -1.81885 -1.46438 1.41299
17 H -0.26808 -1.95658 2.28869
18 H -1.17117 -0.72822 3.03981

Ordered max |F| results: 11.10; 3.46; 6.69; 0.68; 5.89; 2.40; 11.44; 4.20; unit eV/A.